Record 1
H3N3O2 | the ωB97M-V functional and the def2-TZVPD basis

Cartesian coordinates (Å):
O -0.5239 -1.3760 0.0994
O 2.5212 0.0418 0.0905
N 1.4464 0.5500 -0.0746
N -0.8156 0.9830 -0.1855
N 0.2825 0.2067 -0.1463
H -1.4201 0.9328 0.7296
H -0.1238 -2.1036 0.5061
H -1.3668 0.7652 -1.0192

The spin multiplicity is 1. For the gap between HOMO and LUMO (alpha / beta), the calculation gives 9.132 / 9.133 eV.

What are the natural (NBO) partial charges on each atom? They are as follows, in elementary charge units: atom 1 (O): -0.83, atom 2 (O): -0.34, atom 3 (N): 0.32, atom 4 (N): -0.59, atom 5 (N): 0.19, atom 6 (H): 0.40, atom 7 (H): 0.46, atom 8 (H): 0.39



Record 2
H3N3O2S | the ωB97M-V functional and the def2-TZVPD basis

Cartesian coordinates (Å):
S -0.2592 2.2939 -0.0749
O -1.0528 -1.1350 -0.8904
O 0.6577 0.0817 -1.4012
N -0.3759 -0.1479 -0.8071
N 0.4944 -0.9422 1.4859
N -0.9157 0.8627 -0.0254
H 1.0774 -1.5734 0.9458
H 0.7461 1.9715 -0.9660
H -0.3719 -1.4112 1.7334

The spin multiplicity is 1. For the gap between HOMO and LUMO (alpha / beta), the calculation gives 9.014 / 8.717 eV.

What are the natural (NBO) partial charges on each atom? They are as follows, in elementary charge units: atom 1 (S): 0.50, atom 2 (O): -0.34, atom 3 (O): -0.42, atom 4 (N): 0.60, atom 5 (N): -0.61, atom 6 (N): -0.49, atom 7 (H): 0.30, atom 8 (H): 0.14, atom 9 (H): 0.31



Record 3
H3N3O3S | the ωB97M-V functional and the def2-TZVPD basis

Cartesian coordinates (Å):
S 1.5984 -0.0109 -0.1637
O -0.2019 2.4211 -0.1287
O 1.1950 -1.2624 -0.9537
O 1.9643 -0.2725 1.2127
N -1.0243 -0.8903 0.2606
N -0.0663 1.1951 0.1121
N -0.9499 0.3763 -0.3438
H -0.5201 -0.7941 1.1390
H -1.7713 0.6874 -0.7883
H -0.2240 -1.4497 -0.3462

The spin multiplicity is 1. For the gap between HOMO and LUMO (alpha / beta), the calculation gives 8.634 / 8.634 eV. The SMILES is NN[N+]([O-])=S(=O)=O.

What are the natural (NBO) partial charges on each atom? They are as follows, in elementary charge units: atom 1 (S): 1.65, atom 2 (O): -0.38, atom 3 (O): -0.89, atom 4 (O): -0.87, atom 5 (N): -0.64, atom 6 (N): 0.16, atom 7 (N): -0.18, atom 8 (H): 0.36, atom 9 (H): 0.39, atom 10 (H): 0.41



Record 4
H3N3OS | the ωB97M-V functional and the def2-TZVPD basis

Cartesian coordinates (Å):
S -0.3312 1.2808 0.0090
O -3.5938 -0.5398 0.0399
N -2.6545 0.0752 0.4862
N -1.7516 0.4465 -0.4462
N 0.5574 -0.0064 0.5152
H -1.9848 0.4026 -1.3977
H 0.2987 -0.5000 1.3722
H 1.3005 -0.3495 0.0127

The spin multiplicity is 1. For the gap between HOMO and LUMO, the calculation gives 10.055 eV. The SMILES is NSNN=O.

What are the natural (NBO) partial charges on each atom? They are as follows, in elementary charge units: atom 1 (S): 0.60, atom 2 (O): -0.37, atom 3 (N): 0.24, atom 4 (N): -0.61, atom 5 (N): -1.02, atom 6 (H): 0.38, atom 7 (H): 0.39, atom 8 (H): 0.38



Record 5
H3NO2S | the ωB97M-V functional and the def2-TZVPD basis

Cartesian coordinates (Å):
S 0.1086 0.4966 -0.4042
O -0.1637 -0.0996 -1.6481
O 1.2591 1.3398 -0.2149
N 0.0248 -0.7386 0.7894
H -0.7188 -1.4498 0.5288
H -1.4439 1.5510 -0.1260
H 0.9339 -1.0994 1.0750

The spin multiplicity is 1. For the gap between HOMO and LUMO, the calculation gives 10.368 eV.

What are the natural (NBO) partial charges on each atom? They are as follows, in elementary charge units: atom 1 (S): 2.10, atom 2 (O): -0.93, atom 3 (O): -0.90, atom 4 (N): -1.07, atom 5 (H): 0.41, atom 6 (H): -0.03, atom 7 (H): 0.41



Record 6
H3NO2S2 | the ωB97M-V functional and the def2-TZVPD basis

Cartesian coordinates (Å):
S -1.7612 0.9471 0.2588
S -0.0044 -1.3194 0.3099
O -1.3957 0.2058 -0.9145
O -0.5500 -0.5507 1.4272
N 1.4411 -0.5367 -0.1030
H 1.0562 0.4055 -0.3295
H 1.7963 -0.9282 -1.0114
H -0.5822 1.7765 0.3625

The spin multiplicity is 1. For the gap between HOMO and LUMO (alpha / beta), the calculation gives 7.690 / 7.705 eV.

What are the natural (NBO) partial charges on each atom? They are as follows, in elementary charge units: atom 1 (S): 0.88, atom 2 (S): 1.14, atom 3 (O): -0.91, atom 4 (O): -0.86, atom 5 (N): -1.01, atom 6 (H): 0.38, atom 7 (H): 0.39, atom 8 (H): 0.00



Record 7
H3NO2S2 | the ωB97M-V functional and the def2-TZVPD basis

Cartesian coordinates (Å):
S 0.1963 1.0969 -0.3321
S -2.3916 -0.3828 -0.0396
O 0.0668 1.4909 1.0537
O -0.7504 -0.3760 -0.3565
N 1.7495 0.1771 -0.3345
H 1.5423 -0.6622 0.2894
H 1.8031 -0.1369 -1.3503
H -2.2160 -1.2070 1.0698

The spin multiplicity is 1. For the gap between HOMO and LUMO, the calculation gives 9.687 eV.

What are the natural (NBO) partial charges on each atom? They are as follows, in elementary charge units: atom 1 (S): 1.61, atom 2 (S): 0.30, atom 3 (O): -0.90, atom 4 (O): -0.90, atom 5 (N): -0.99, atom 6 (H): 0.39, atom 7 (H): 0.37, atom 8 (H): 0.12



Record 8
H3NO2S2 | the ωB97M-V functional and the def2-TZVPD basis

Cartesian coordinates (Å):
S -2.6090 0.9055 1.1116
S -2.8290 0.2532 2.8523
O -1.3522 -0.9249 -0.0372
O -1.2758 1.5762 0.9721
N -0.1184 -0.3341 0.0118
H 0.0908 0.0497 -0.9570
H 0.6070 -0.9811 0.4420
H -0.3647 0.6807 0.3823

The spin multiplicity is 1. For the gap between HOMO and LUMO (alpha / beta), the calculation gives 7.948 / 7.948 eV.

What are the natural (NBO) partial charges on each atom? They are as follows, in elementary charge units: atom 1 (S): 1.09, atom 2 (S): -0.27, atom 3 (O): -0.65, atom 4 (O): -0.93, atom 5 (N): -0.44, atom 6 (H): 0.37, atom 7 (H): 0.40, atom 8 (H): 0.43



Going through the records in order, we get energy above the lowest of the compared OMol25 structures with the same formula, charge and spin values of 57.7 99.0 40.9 63.7 56.5 32.0 6.0 37.4 kcal/mol.
Going through the records in order, we get maximum force values of 3.5 1.8 4.5 2.5 3.8 4.5 3.4 2.0 eV/Å.